No. 1
Computed, not measured: one molecule with the formula C2H3Cl2PS at a distorted geometry, with ωB97M-V with the def2-TZVPD basis set.

Structure (XYZ):
```
9
Properties=species:S:1:pos:R:3:forces:R:3:lowdin_charge:R:1
S 2.2312 1.1703 1.3242 -0.86 -1.07 -1.68 0.13
P 1.4896 -0.1119 -0.0175 1.05 1.67 2.62 0.02
Cl 2.8685 -1.3759 -0.6893 -0.24 -0.30 -0.38 0.29
C -0.0716 -0.5551 -0.2031 -0.43 -1.55 -1.12 -0.49
C -1.1825 0.3833 0.2270 1.28 0.49 -2.65 -0.60
Cl -2.2522 0.7178 -1.2269 0.29 0.42 -0.34 0.48
H -0.2314 -1.5439 -0.8254 -0.07 2.33 1.34 0.11
H -1.9433 -0.0317 0.7542 -1.43 -1.67 2.37 0.00
H -0.9084 1.3472 0.6568 0.42 -0.32 -0.16 0.06
```
Positions in Å, forces in eV/Å.

Computed properties:
SMILES: S=P(Cl)=CCCl
Energy relative to the best compared isomer or geometry (same formula, charge and spin) in kcal/mol: 37.1

---

No. 2
Computed, not measured: an isolated ion of composition C3H7O2 and charge -1 at a distorted geometry, with ωB97M-V with the def2-TZVPD basis set.

Structure (XYZ):
```
12
Properties=species:S:1:pos:R:3:forces:R:3:lowdin_charge:R:1
C 1.7476 -0.1938 0.6194 -1.34 -0.03 -0.22 -0.20
O 0.6883 0.5753 0.1154 0.13 0.11 0.10 -0.24
C -0.4017 -0.2940 -0.5385 -0.33 0.61 0.00 -0.71
C -1.6857 0.5467 -0.2826 1.56 0.61 0.59 -0.08
O -0.1527 -0.5601 -1.7702 0.05 -0.58 0.09 -0.21
H 2.6810 0.2966 0.3690 0.43 0.06 0.40 0.06
H 1.7394 -1.1832 0.1651 0.21 -0.25 -0.32 0.06
H 1.5688 -0.3746 1.6946 0.65 0.23 0.08 0.06
H -0.4437 -1.1296 0.2244 0.06 -0.30 -0.29 0.10
H -2.5499 -0.0988 -0.2978 -0.44 0.09 -0.23 0.05
H -1.5276 1.0352 0.6859 -0.50 -0.29 0.24 0.05
H -1.6637 1.3804 -0.9847 -0.47 -0.26 -0.43 0.06
```
Positions in Å, forces in eV/Å.

Computed properties:
SMILES: CO[C@@H](C)[O-]
Energy relative to the best compared isomer or geometry (same formula, charge and spin) in kcal/mol: 48.4
Net charge: -1

---

No. 3
Computed, not measured: C15H19N2O2S2Se3SnTe as an isolated structure, with ωB97M-V with the def2-TZVPD basis set.

Structure (XYZ):
```
45
Properties=species:S:1:pos:R:3:forces:R:3:lowdin_charge:R:1
Sn -0.8770 0.8081 2.2178 -0.06 0.03 -0.05 1.00
O 3.6565 1.8384 1.0997 0.07 -0.01 -0.03 0.06
C 4.0866 0.5841 0.8604 -0.01 0.09 0.03 -0.27
C 5.4560 0.4019 0.6566 0.04 -0.06 0.00 -0.02
C 5.9659 -0.8593 0.4199 -0.02 0.01 -0.02 -0.10
C 5.1199 -1.9665 0.3758 0.00 0.07 0.04 -0.10
C 3.7642 -1.7840 0.5697 -0.07 -0.02 -0.05 -0.03
C 3.2222 -0.5192 0.8065 -0.19 -0.07 0.02 -0.07
C 1.7477 -0.3441 0.9917 0.15 -0.05 0.07 -0.46
O 1.3199 0.8164 1.3569 -0.07 -0.03 -0.12 -0.27
N 0.9950 -1.3888 0.7639 -0.16 0.36 0.15 0.01
N -0.3759 -1.1205 0.9220 0.14 -0.33 0.12 -0.22
C -1.0818 -2.1494 0.6186 0.05 0.16 -0.20 -0.91
S -2.8229 -2.1110 0.4789 0.02 0.00 0.13 0.88
C -2.9722 -3.9127 0.4801 -0.02 -0.07 -0.05 -0.52
C -1.8270 -4.4786 -0.3353 -0.05 -0.06 0.01 -0.54
S -0.2957 -3.6603 0.1719 0.04 0.07 0.02 0.94
H 2.6853 1.7685 1.2584 -0.02 -0.02 0.02 0.07
H 6.0962 1.2739 0.6950 -0.01 -0.01 0.01 0.11
H 7.0321 -0.9836 0.2667 -0.03 0.00 0.01 0.10
H 5.5179 -2.9559 0.1939 0.00 0.00 0.00 0.09
H 3.0802 -2.6228 0.5328 0.03 0.02 0.00 0.10
H -3.9421 -4.1528 0.0444 0.02 -0.01 0.01 0.08
H -2.9404 -4.2764 1.5064 -0.01 -0.01 0.02 0.08
H -1.9879 -4.3055 -1.3984 -0.02 -0.01 -0.03 0.07
H -1.6978 -5.5476 -0.1607 -0.04 0.01 -0.02 0.07
Se -3.3874 2.7151 1.4426 0.64 -0.24 0.37 0.19
Se -5.3231 3.2659 0.2350 -0.56 0.19 -0.41 -0.24
Te -6.3967 1.2931 -0.8447 0.09 0.04 0.09 -0.06
Se -3.7962 0.6543 2.3862 0.05 -0.10 -0.15 -0.04
C -0.4580 1.0759 -1.3484 0.11 0.04 0.07 -0.07
C -1.4262 2.1923 -0.9439 0.01 0.02 0.10 -0.66
C -2.7263 1.9279 -1.6944 -0.03 -0.07 -0.06 -0.14
C -0.8314 3.5221 -1.4247 -0.07 0.08 -0.03 -0.07
C -1.6101 2.2879 0.6111 -0.04 -0.05 -0.12 -0.64
H -0.2383 1.1584 -2.4177 -0.04 0.02 0.04 0.09
H -0.9030 0.0983 -1.1773 -0.01 -0.06 0.02 0.07
H 0.4841 1.1303 -0.8057 0.00 0.01 0.01 0.07
H -2.4946 1.7161 -2.7432 -0.03 0.02 0.03 0.09
H -3.4065 2.7744 -1.6647 -0.02 0.04 -0.01 0.01
H -3.2605 1.0653 -1.2947 -0.01 -0.04 0.05 0.04
H -0.6961 3.5089 -2.5102 -0.02 0.01 0.02 0.08
H 0.1435 3.7100 -0.9657 -0.02 -0.03 0.00 0.08
H -1.4962 4.3538 -1.1751 0.01 0.00 -0.01 0.09
H -1.1016 3.1979 0.9418 0.20 0.05 -0.07 0.00
```
Positions in Å, forces in eV/Å.

Computed properties:
Energy relative to the best compared isomer or geometry (same formula, charge and spin) in kcal/mol: 4.0
Net charge: -1